Record 1
ORCA calculation (ωB97M-V/def2-TZVPD) on a structure of composition C33H28NO4OsP at a distorted geometry.

The LUMO energy (spin up / spin down) comes out at -8.38 / -8.50 eV. For the electronic energy, the calculation gives -56094.95050 eV. As for the HOMO energy (spin up / spin down): -13.769 / -13.768 eV. Its total charge is +2. The HOMO-LUMO gap (spin up / spin down) comes out at 5.384 / 5.269 eV.

Last column: Löwdin charge in e.
CARTESIAN COORDINATES (ANGSTROEM)
Os 1.0153 0.1751 1.3071  1.4478
P 0.1538 2.1198 0.2750  1.0349
O -1.4303 -1.5593 -1.6346  0.2054
O 1.0212 -2.2574 0.7069  -0.1353
O 1.3060 0.9276 3.6615  0.1031
O -0.1078 -0.3636 -0.1762  -0.2953
N 2.8987 -0.6791 2.0581  0.0130
C -1.8442 -4.7538 2.3602  -0.0597
C 0.3973 2.5065 -1.4364  -0.3479
C 0.2537 -3.7960 -2.6112  -0.0181
C -2.1502 1.2908 1.5868  -0.0917
C 2.0155 3.9469 3.3385  0.0259
C -3.4916 1.3686 1.9202  -0.0421
C 1.4342 3.0467 2.4475  -0.2184
C -2.9282 -5.0414 0.2513  -0.0388
C -0.5987 -1.4761 -0.8052  -0.3988
C -0.9384 -3.8834 1.7671  -0.0315
C -0.9741 -3.6288 0.3961  -0.1259
C 1.4016 5.7272 1.8335  -0.0017
C 2.3414 -4.5935 -3.5112  -0.0580
C 1.3282 1.6194 2.6725  -0.4635
C -1.5991 2.2036 0.6840  -0.3349
C -2.3916 3.2138 0.1397  -0.0695
C 0.7262 3.1778 -4.0950  -0.0270
C 1.7214 3.4963 -3.1773  -0.0444
C 1.5685 3.1539 -1.8465  -0.0742
C 0.8232 4.8220 0.9478  -0.0322
C 0.9689 -4.4250 -3.6186  -0.0419
C 0.8721 3.4722 1.2483  -0.2768
C 2.2797 -3.4719 -1.3878  -0.0294
C 2.0195 5.2894 3.0042  -0.0146
C -2.0186 -4.1807 -0.3416  -0.0128
C -2.8304 -5.3540 1.5997  -0.0558
C -4.2818 2.3611 1.3573  -0.0343
C 2.9968 -4.0976 -2.3989  -0.0609
C -0.4185 2.4988 -3.6929  -0.0341
C 0.8921 -3.3586 -1.4530  -0.1258
C -3.7320 3.2868 0.4804  -0.0382
C 0.1366 -2.8070 -0.2444  -0.2855
C -0.5848 2.1473 -2.3657  -0.0673
H 0.8481 3.4583 -5.1329  0.1234
H 1.3750 6.7849 1.6065  0.1289
H 1.3292 -2.9556 1.3017  0.1149
H 4.0702 -4.2025 -2.3093  0.1125
H 2.8172 -3.1003 -0.5253  0.0948
H -2.1615 -3.9194 -1.3770  0.1023
H 2.8952 -5.0843 -4.2999  0.1162
H -1.1841 2.2508 -4.4155  0.1231
H -4.3505 4.0678 0.0595  0.1220
H 2.4609 3.5977 4.2613  0.1368
H 3.6570 -0.0004 2.1086  0.0976
H 2.7531 -1.0106 3.0118  0.0922
H 2.6110 4.0196 -3.5007  0.1207
H -1.5372 0.5101 2.0232  0.0756
H -0.1910 -3.4259 2.4058  0.1016
H 3.2313 -1.4516 1.4844  0.0822
H 2.3400 3.3978 -1.1263  0.1140
H -3.5312 -6.0401 2.0554  0.1170
H -3.7234 -5.4642 -0.3479  0.1188
H -1.7696 -4.9638 3.4192  0.1141
H -3.9228 0.6622 2.6165  0.1208
H -0.7965 -3.6125 -2.7680  0.1016
H 2.4996 6.0041 3.6586  0.1281
H -1.9706 3.9320 -0.5533  0.1153
H 0.3552 5.1679 0.0350  0.1243
H 0.4462 -4.7719 -4.4999  0.1179
H -5.3334 2.4140 1.6056  0.1227
H -1.4691 1.6113 -2.0444  0.1167

Record 2
ORCA calculation (ωB97M-V/def2-TZVPD) on a cluster of 6 separate species, C6H24N12O6 in total at a distorted geometry.

The LUMO energy comes out at 0.14 eV. The calculation puts the energy above the lowest of the compared OMol25 structures with the same formula, charge and spin at 107.7 kJ/mol. For the electronic energy, the calculation gives -36783.65869 eV. As for the HOMO energy: -9.088 eV. The HOMO-LUMO gap comes out at 9.225 eV.

Last column: Löwdin charge in e.
CARTESIAN COORDINATES (ANGSTROEM)
O -0.5252 1.7852 -0.0971  0.0073
O -0.6096 -1.7612 -3.7468  0.0097
O 3.4655 -2.6514 4.4629  0.0131
O -3.6877 4.5095 0.8854  0.0177
O 0.8093 -3.1063 0.4584  -0.0350
O 2.5961 3.2347 -0.9459  -0.0050
N 0.1586 -4.7229 -1.0040  0.1608
N 0.4966 -0.2378 -0.0256  0.1884
N -1.5143 5.0886 1.2717  0.1530
N 2.1833 -3.6581 -1.2761  0.1876
N -2.0728 -2.1393 -2.0614  0.1569
N 2.7956 -3.8653 2.6696  0.1579
N 0.5163 4.0981 -1.1914  0.1520
N -2.8155 -1.8957 -4.2414  0.1507
N 1.5240 -2.1044 3.4482  0.1524
N -1.5798 0.0951 0.9611  0.1602
N 2.4077 5.4584 -1.3481  0.1347
N -2.5357 3.3863 2.4685  0.1435
C 1.8672 4.2029 -1.1448  -0.6873
C -2.6515 4.3579 1.5108  -0.6854
C 2.6572 -2.8620 3.5685  -0.6890
C 1.0271 -3.7551 -0.5626  -0.6481
C -0.5309 0.6058 0.2398  -0.6493
C -1.7644 -1.9483 -3.3819  -0.6795
H 3.4018 5.5398 -1.2787  0.0937
H 3.6288 -4.4212 2.7116  0.1030
H 0.2057 3.1700 -0.8933  0.0472
H -0.5267 -4.9700 -0.3086  0.1063
H -0.6863 4.9410 1.8144  0.0950
H -1.6710 3.2065 2.9460  0.0927
H -1.4552 -1.9348 -1.3043  0.0668
H -1.5440 -0.8621 1.2542  0.0882
H -2.6922 -1.7147 -5.2183  0.1050
H 1.3291 -1.4433 4.1755  0.0974
H 2.0972 -4.1055 1.9917  0.0631
H 1.7562 6.1949 -1.5371  0.0797
H -2.3022 0.7666 1.1478  0.0911
H 2.8328 -2.9196 -1.0781  0.1167
H 1.0055 -2.0102 2.5933  0.0589
H -3.3373 2.8518 2.7415  0.0970
H -0.0684 4.8761 -1.4190  0.0858
H -3.7584 -1.9923 -3.9107  0.0914
H 1.2371 0.1757 -0.5662  0.1198
H 0.4646 -5.4823 -1.5866  0.1006
H -3.0047 -2.4847 -1.9094  0.0897
H 2.2294 -4.1807 -2.1313  0.1044
H -1.7313 5.9166 0.7472  0.1016
H 0.3723 -1.2325 0.1006  0.0376

Record 3
ORCA calculation (ωB97M-V/def2-TZVPD) on a cluster of 5 separate species, C27H62F5NO10SSi in total at a distorted geometry.

The LUMO energy comes out at 0.19 eV. For the electronic energy, the calculation gives -83262.17789 eV. As for the HOMO energy: -9.090 eV. The HOMO-LUMO gap comes out at 9.285 eV.

Last column: Löwdin charge in e.
CARTESIAN COORDINATES (ANGSTROEM)
S -2.0243 -2.0089 -0.4983  0.6867
Si -0.6757 -2.5383 1.1618  0.6013
F -2.0111 -4.6802 -0.7736  0.0441
F -1.4498 -3.4029 -2.6739  0.0537
F -4.6470 -4.2088 -1.1219  0.1158
F -3.6959 -4.7458 -3.0742  0.0831
F -4.2895 -2.5915 -2.7294  0.1375
O -5.2071 -4.6906 -7.2758  -0.1902
O 4.2806 3.1274 4.2347  -0.1907
O 0.7190 3.7587 -3.4980  -0.1897
O -3.3479 -1.6772 0.1761  -0.3735
O 2.2275 1.0189 4.5187  -0.2110
O 2.7619 8.7878 -1.6982  -0.1920
O 2.3450 7.4599 0.9071  -0.1902
O -2.5245 -3.4818 -7.5642  -0.1907
O 2.2257 1.7876 -1.8948  -0.1965
O -1.5487 -0.8065 -1.2549  -0.3481
N 1.0361 -2.6311 0.6832  -0.1602
C -0.2060 3.8903 -2.4285  -0.1039
C 1.3526 0.7657 -2.3602  -0.1039
C -1.2510 -1.6241 3.8273  -0.2671
C 1.5527 -4.0429 0.6644  -0.3285
C -3.7762 -3.7136 -2.1027  -0.3788
C -1.3796 -3.8919 6.4301  -0.2123
C 2.1677 1.2894 5.9122  -0.1090
C 2.7697 2.5645 -2.9565  -0.2010
C 2.0693 3.9119 -3.0686  -0.2001
C -2.9137 -3.6520 6.0295  -0.2543
C 5.2760 2.1766 4.5830  -0.1114
C 1.2020 -4.8130 -0.7197  -0.0969
C -3.5305 -4.9001 5.2010  -0.1326
C -0.4049 -2.6690 6.1064  -0.2148
C -0.8304 -1.0496 2.3915  -0.2651
C -4.9836 -5.4289 -8.4681  -0.1123
C -4.1404 -4.8320 -6.3417  -0.1994
C -2.2851 -3.5320 -1.5434  -0.3929
C 2.6111 9.4607 -0.4518  -0.2006
C -3.2421 -3.6023 -6.3376  -0.1975
C 3.4314 2.6646 3.1871  -0.1929
C 3.1476 8.6194 0.6985  -0.1989
C 1.5424 8.2238 -2.1603  -0.1085
C -0.0861 -2.4621 4.5504  -0.2138
C -3.0826 -2.4972 -8.4215  -0.1123
C 2.9458 6.2869 0.3802  -0.1160
C 2.0874 2.1992 3.7312  -0.1962
H 3.1979 10.3841 -0.5151  0.1240
H 6.0333 2.1238 3.7938  0.0882
H 2.4735 0.3884 6.4474  0.0880
H -2.6138 -2.5933 -9.4021  0.0881
H 2.6976 -3.9852 0.6842  0.1138
H -1.1870 3.5727 -2.7848  0.0908
H 1.4368 1.9435 2.8868  0.1177
H -1.5253 -0.7701 4.5391  0.1212
H 3.2647 3.5137 2.5159  0.1163
H 1.7683 7.5683 -3.0034  0.0864
H 0.1940 -3.4216 4.0064  0.0994
H 3.8255 2.7363 -2.7172  0.1228
H 0.8293 0.3465 -1.4997  0.0691
H 0.8715 9.0168 -2.5024  0.0883
H 3.2780 6.4300 -0.6513  0.0805
H 0.6107 1.1568 -3.0608  0.0881
H -3.8191 -2.6952 -6.1309  0.1270
H -1.7043 -0.3876 2.0471  0.0874
H 2.5779 4.5114 -3.8314  0.1239
H 4.1942 8.3463 0.5305  0.1255
H -3.9902 -5.2363 -8.8814  0.0835
H 3.7953 5.9906 1.0048  0.0869
H -4.1617 -2.6256 -8.5381  0.0836
H 4.8484 1.1848 4.7507  0.0822
H 0.1001 -0.3998 2.4026  0.0782
H 0.7795 -4.0675 -1.4650  0.0658
H -1.1487 -3.7345 1.8919  0.0263
H -3.1202 -2.6648 5.5134  0.0848
H 2.1192 4.4601 -2.1220  0.1067
H 1.2211 -4.6646 1.5677  0.0965
H 1.9322 -0.0286 -2.8396  0.0894
H -5.1018 -6.4983 -8.2715  0.0864
H 0.4298 -5.6187 -0.5160  0.0664
H 1.5521 -2.1804 1.4578  0.0713
H -1.0396 -4.8795 5.9828  0.1073
H -2.4956 -3.7140 -5.5439  0.1159
H -0.2696 4.9388 -2.1176  0.0807
H 2.7255 2.0200 -3.9054  0.1258
H 3.0980 9.2091 1.6201  0.1240
H 5.7564 2.5077 5.5049  0.0890
H -4.5949 -4.6498 4.8721  0.0721
H -4.5962 -4.9365 -5.3517  0.1091
H -3.5204 -3.6272 7.0061  0.1034
H -5.7306 -5.1232 -9.2029  0.0885
H 1.1419 1.5371 6.1997  0.0872
H 2.2047 5.4856 0.3980  0.0832
H -3.5611 -5.7395 -6.5413  0.1280
H 2.8380 2.1053 6.1936  0.0850
H 1.0509 7.6333 -1.3826  0.0807
H 0.0713 3.2681 -1.5738  0.0842
H -2.8697 -1.4973 -8.0290  0.0881
H 1.5987 2.9958 4.3013  0.1279
H -2.1383 -2.3284 3.6414  0.0917
H -1.3569 -4.0335 7.5695  0.1075
H 0.8526 -1.7953 4.5066  0.1086
H -2.8886 -5.1909 4.3117  0.0637
H 0.6006 -2.9261 6.6037  0.1093
H 1.5663 9.7389 -0.2791  0.1252
H -3.6315 -5.7836 5.9255  0.0772
H 3.9178 1.8712 2.6106  0.1270
H -0.7279 -1.6768 6.5511  0.1118
H 2.1216 -5.3299 -1.1357  0.0753